27
Properties=species:S:1:pos:R:3:mulliken_charge:R:1 method="wB97M-V/def2-TZVPD" e_tot_ha=-482.907048 charge=0 homo_ev=-7.81 smiles=Cc1c[nH]c2ccccc12.CC relative_energy_ev=0.221 lumo_ev=0.91 spin_multiplicity=1
C -0.96 -0.62 -3.36 -1.26
C -0.03 -0.38 -2.19 0.49
C 0.95 -1.22 -1.77 -0.78
N 1.59 -0.71 -0.67 0.00
C 1.06 0.53 -0.40 -0.31
C 1.36 1.43 0.61 -0.75
C 0.65 2.62 0.67 -0.41
C -0.37 2.88 -0.25 -0.63
C -0.70 1.96 -1.22 -0.42
C 0.03 0.76 -1.33 1.02
H -0.50 -1.32 -4.05 0.37
H -1.15 0.33 -3.86 0.34
H -1.89 -1.07 -3.03 0.25
H 1.20 -2.19 -2.19 0.40
H 2.48 -1.03 -0.33 0.21
H 2.07 1.18 1.40 0.37
H 0.96 3.33 1.41 0.38
H -0.96 3.79 -0.21 0.39
H -1.47 2.19 -1.95 0.34
C -0.67 -2.19 2.42 -0.71
C -0.42 -0.92 3.26 -0.61
H 0.03 -2.98 2.66 0.25
H -1.67 -2.59 2.61 0.31
H -0.58 -1.99 1.35 0.14
H 0.50 -0.99 3.85 0.25
H -1.22 -0.72 3.96 0.31
H -0.28 -0.07 2.59 0.07

14
Properties=species:S:1:pos:R:3:mulliken_charge:R:1 method="wB97M-V/def2-TZVPD" e_tot_ha=-228.370712 charge=+2 homo_ev="-20.08 / -21.57" relative_energy_ev=3.346 lumo_ev="-10.05 / -12.33" spin_multiplicity=2
C 1.90 1.85 1.09 -0.01
N 1.20 0.77 0.84 -0.21
H 2.93 1.76 1.30 0.31
H 1.43 2.88 1.15 0.27
H 0.22 0.91 0.65 0.34
H 1.58 0.28 -0.02 0.33
C -2.16 -0.91 0.04 -0.55
C -1.05 -1.38 -0.56 0.31
N -0.03 -0.57 -1.12 -0.53
H -2.41 -0.37 0.96 0.37
H -3.09 -1.52 -0.12 0.30
H -0.90 -2.40 -0.90 0.40
H -0.37 -0.10 -1.96 0.32
H 0.74 -1.20 -1.34 0.38

31
Properties=species:S:1:pos:R:3:mulliken_charge:R:1 method="wB97M-V/def2-TZVPD" e_tot_ha=-560.201864 charge=0 homo_ev=-7.43 relative_energy_ev=3.348 lumo_ev=0.90 spin_multiplicity=1
C 3.26 0.94 0.06 -1.08
C 3.56 -0.43 0.06 -0.47
C 1.95 1.36 0.21 0.17
C 2.50 -1.38 0.12 -0.66
C 0.94 0.53 0.30 -0.56
C 1.20 -0.89 0.18 0.28
C -1.18 -0.95 0.15 0.60
C -2.43 -1.27 0.15 -1.35
C -0.47 0.91 0.51 1.74
C -0.77 1.20 2.00 -1.39
C -0.98 1.43 -1.87 -1.23
C -0.02 -3.13 0.06 -1.08
C -1.06 1.92 -0.45 -0.83
N 0.01 -1.65 0.15 0.03
H 4.03 1.65 0.11 0.39
H 4.50 -0.87 0.20 0.45
H 1.61 2.40 0.20 0.30
H 2.89 -2.42 0.01 0.30
H -2.91 -2.25 0.10 0.33
H -3.10 -0.43 0.22 0.27
H -1.57 0.55 2.43 0.28
H -0.91 2.37 2.10 0.34
H 0.15 0.87 2.55 0.35
H -1.52 0.52 -2.02 0.32
H 0.05 1.19 -1.97 0.29
H -1.18 2.33 -2.58 0.36
H -1.03 -3.41 -0.15 0.26
H 0.63 -3.45 -0.80 0.33
H 0.48 -3.53 0.85 0.38
H -2.04 2.27 -0.30 0.47
H -0.35 2.79 -0.27 0.39

97
Properties=species:S:1:pos:R:3:mulliken_charge:R:1 method="wB97M-V/def2-TZVPD" e_tot_ha=-3535.389454 charge=-1 homo_ev="-2.45 / -5.00" relative_energy_ev=0.979 lumo_ev="2.00 / 0.04" spin_multiplicity=6
Cr -2.54 -0.94 -0.62 -1.03
O 0.76 -4.99 3.81 -0.74
C -0.06 -4.13 4.13 0.37
O -0.53 -3.81 5.22 -0.75
C -0.65 -3.31 2.92 -1.02
C -1.64 -2.38 3.16 -1.15
C -2.25 -1.73 2.07 0.79
N -1.87 -2.03 0.80 0.98
C -0.84 -2.86 0.57 0.65
C -0.20 -3.54 1.61 -0.78
C -0.49 -2.89 -0.83 0.02
C 0.48 -3.72 -1.41 -0.60
C 0.77 -3.59 -2.75 -0.95
C 0.08 -2.64 -3.51 -1.14
C -0.89 -1.89 -2.88 -0.63
N -1.19 -1.99 -1.59 2.16
C -3.23 -0.70 2.16 0.27
C -3.70 -0.14 3.36 -0.98
C -4.60 0.89 3.33 -0.71
C -5.08 1.35 2.09 -0.83
C -4.60 0.75 0.95 -0.52
N -3.69 -0.23 0.95 0.90
H -1.94 -2.19 4.18 0.69
H 0.61 -4.23 1.45 0.58
H 0.99 -4.44 -0.79 0.55
H 1.52 -4.22 -3.21 0.48
H 0.31 -2.48 -4.55 0.53
H -1.47 -1.15 -3.42 0.54
H -3.30 -0.50 4.30 0.43
H -4.93 1.36 4.25 0.41
H -5.79 2.15 2.03 0.46
H -4.92 1.07 -0.03 0.51
C -4.21 -2.51 -0.99 0.33
C -3.65 -3.73 -1.49 -1.40
C -3.46 -3.60 -2.85 -0.17
C -3.91 -2.33 -3.24 -1.41
C -4.37 -1.65 -2.11 -0.35
H -4.80 -2.47 -0.08 0.78
H -3.42 -4.60 -0.90 0.47
H -3.02 -4.33 -3.51 0.52
H -3.89 -1.94 -4.25 0.44
H -4.99 -0.76 -2.14 0.50
C 6.76 1.82 3.31 -1.62
C 5.45 1.50 2.63 0.77
C 4.79 0.31 2.87 -1.18
C 3.57 0.02 2.28 1.31
C 2.89 -1.27 2.63 -1.47
C 3.00 0.92 1.38 -0.68
Te 0.93 0.45 0.60 0.95
N -1.18 0.47 -0.24 0.18
C -2.07 1.34 -0.59 -0.11
O -2.90 0.99 -1.50 -0.80
C -2.29 2.60 0.15 1.06
C -3.14 3.58 -0.37 -0.84
C -3.48 4.68 0.38 -0.77
C -2.97 4.84 1.66 -0.49
C -2.13 3.87 2.19 -1.34
C -1.80 2.75 1.45 -0.10
C 1.61 0.67 -1.43 0.60
C 1.19 1.71 -2.26 1.25
C 0.26 2.79 -1.81 -2.09
C 1.66 1.78 -3.57 -1.00
C 2.54 0.86 -4.08 0.76
C 3.08 0.97 -5.48 -1.73
C 2.95 -0.18 -3.25 -0.88
C 2.49 -0.29 -1.94 1.07
C 3.00 -1.41 -1.10 -1.33
C 3.65 2.14 1.15 1.40
C 3.04 3.18 0.27 -1.17
C 4.86 2.41 1.77 -0.98
H 7.12 0.97 3.87 0.36
H 6.63 2.66 3.99 0.33
H 7.51 2.11 2.57 0.36
H 5.23 -0.41 3.55 0.33
H 3.52 -1.87 3.29 0.41
H 2.66 -1.86 1.74 0.09
H 1.95 -1.08 3.14 0.29
H -3.53 3.44 -1.37 0.49
H -4.15 5.43 -0.03 0.41
H -3.25 5.70 2.25 0.42
H -1.76 3.97 3.20 0.45
H -1.17 1.98 1.87 0.62
H 0.20 2.82 -0.72 -0.22
H -0.74 2.61 -2.19 0.57
H 0.60 3.76 -2.18 0.73
H 1.32 2.60 -4.19 0.36
H 2.62 1.81 -6.00 0.38
H 2.89 0.06 -6.04 0.35
H 4.16 1.13 -5.45 0.34
H 3.65 -0.91 -3.63 0.40
H 3.49 -2.16 -1.71 0.46
H 2.17 -1.88 -0.57 -0.29
H 3.71 -1.03 -0.37 0.38
H 2.02 3.39 0.59 0.11
H 3.00 2.83 -0.76 0.12
H 3.61 4.10 0.30 0.40
H 5.35 3.36 1.59 0.38

17
Properties=species:S:1:pos:R:3:mulliken_charge:R:1 method="wB97M-V/def2-TZVPD" e_tot_ha=-309.712956 charge=0 homo_ev=-8.30 relative_energy_ev=3.522 lumo_ev=1.04 spin_multiplicity=1
C -2.06 -0.54 0.25 -1.29
C -0.83 0.00 -0.46 0.16
O -0.52 1.30 0.10 -0.42
C 0.81 1.54 -0.10 -0.48
C 1.52 0.22 -0.02 -0.01
C 1.09 -0.77 1.04 -0.81
C 0.45 -0.81 -0.32 -0.21
H -2.89 0.16 0.17 0.36
H -1.84 -0.71 1.31 0.30
H -2.38 -1.50 -0.18 0.35
H -1.04 0.16 -1.53 0.34
H 1.07 1.90 -1.50 0.03
H 1.17 2.49 -0.48 0.41
H 2.52 0.17 -0.43 0.36
H 0.50 -0.42 1.88 0.21
H 1.79 -1.56 1.27 0.29
H 0.62 -1.64 -1.00 0.40

76
Properties=species:S:1:pos:R:3:mulliken_charge:R:1 method="wB97M-V/def2-TZVPD" e_tot_ha=-2307.029825 charge=+2 homo_ev="-12.35 / -13.10" relative_energy_ev=0.115 lumo_ev="-6.32 / -9.81" spin_multiplicity=5
Pd -0.71 -1.38 0.64 -0.56
C 4.16 -0.04 0.58 -0.55
C 3.60 1.11 0.26 0.02
C 3.69 1.76 -1.08 -1.11
C 3.65 0.79 -2.31 -1.27
C 2.69 -0.37 -2.21 0.09
C 2.81 -1.44 -1.43 -0.19
C 4.17 -1.95 -1.01 -0.96
C 5.03 -0.88 -0.31 -0.94
C -2.73 -2.21 0.21 -1.73
H 4.08 -0.46 1.60 0.33
H 3.29 1.80 1.07 0.76
H 4.65 2.32 -1.12 0.44
H 2.90 2.51 -1.18 0.35
H 3.38 1.39 -3.18 0.46
H 4.66 0.40 -2.49 0.41
H 1.96 -0.36 -3.03 0.67
H 1.98 -2.13 -1.25 0.15
H 4.69 -2.31 -1.92 0.32
H 4.04 -2.81 -0.33 0.37
H 5.79 -1.41 0.29 0.48
H 5.53 -0.21 -1.02 0.26
H -2.75 -2.60 1.25 0.33
H -2.86 -3.03 -0.54 0.74
H -3.42 -1.35 0.15 0.42
P -1.14 -0.62 -1.46 0.79
P -0.74 0.99 1.26 0.57
N -0.62 -2.07 -2.27 0.77
N -2.55 -0.13 -2.37 0.55
N 0.51 0.64 2.49 0.63
N -1.27 2.38 2.25 0.56
C 0.00 0.79 -1.54 1.03
C -0.07 1.77 -0.31 -1.11
C -0.59 -3.31 -1.62 -0.50
C -0.11 -4.26 -2.49 -0.88
C 0.16 -3.58 -3.73 -0.91
C -0.19 -2.25 -3.57 -0.34
C -3.73 -0.88 -2.52 -0.14
C -4.55 -0.24 -3.43 -0.75
C -3.86 0.91 -3.91 -0.65
C -2.62 0.94 -3.29 -0.13
C 0.57 -0.53 3.26 -0.60
C 1.85 -0.65 3.77 -0.85
C 2.59 0.47 3.32 -1.28
C 1.74 1.29 2.59 -0.58
C -0.62 3.31 3.09 -0.10
C -1.54 4.24 3.53 -0.63
C -2.81 3.90 2.95 -0.79
C -2.62 2.75 2.19 -0.29
H -0.12 1.33 -2.50 1.20
H 1.03 0.37 -1.54 -2.36
H 0.94 2.19 -0.11 0.34
H -0.71 2.62 -0.60 0.45
H -0.93 -3.41 -0.59 0.63
H 0.02 -5.30 -2.26 0.51
H 0.59 -4.04 -4.60 0.48
H -0.20 -1.41 -4.25 0.52
H -3.89 -1.77 -1.94 0.53
H -5.55 -0.54 -3.71 0.50
H -4.24 1.65 -4.59 0.49
H -1.80 1.63 -3.39 0.55
H -0.28 -1.14 3.38 0.78
H 2.21 -1.47 4.39 0.48
H 3.67 0.62 3.42 0.65
H 1.86 2.25 2.12 0.96
H 0.43 3.20 3.31 0.61
H -1.37 5.08 4.20 0.47
H -3.74 4.41 3.06 0.52
H -3.31 2.12 1.66 0.61
C -4.15 -0.21 4.09 -1.31
C -3.36 -0.20 2.81 0.77
O -3.96 0.13 1.75 -0.70
O -2.11 -0.53 2.85 -0.32
H -5.15 0.09 3.80 0.37
H -3.74 0.51 4.82 0.29
H -4.19 -1.20 4.58 0.32

17
Properties=species:S:1:pos:R:3:mulliken_charge:R:1 method="wB97M-V/def2-TZVPD" e_tot_ha=-347.642659 charge=0 homo_ev=-8.30 smiles="C1=Cc2ccccc2C1" relative_energy_ev=1.549 lumo_ev=0.95 spin_multiplicity=1
C -0.69 -0.66 2.25 -0.34
C -1.03 -1.32 1.15 -0.62
C -0.52 -0.58 -0.10 0.81
C -0.72 -0.82 -1.53 -0.65
C -0.05 0.05 -2.37 -0.29
C 0.88 0.99 -1.88 -0.56
C 0.94 1.13 -0.49 -0.37
C 0.37 0.33 0.41 0.28
C 0.36 0.30 1.86 -0.84
H -1.04 -0.46 3.26 0.38
H -1.46 -2.33 1.25 0.32
H -1.62 -1.43 -2.07 0.20
H -0.19 0.13 -3.37 0.46
H 1.50 1.61 -2.68 0.24
H 1.67 1.72 0.04 0.32
H 1.32 0.01 1.91 0.30
H 0.30 1.32 2.36 0.34

7
Properties=species:S:1:pos:R:3:mulliken_charge:R:1 method="wB97M-V/def2-TZVPD" e_tot_ha=-135.653350 charge=+1 homo_ev=-14.45 relative_energy_ev=0.422 lumo_ev=-4.02 spin_multiplicity=1
Cs -0.79 -0.33 3.28 1.02
C 0.43 0.13 -0.75 -0.52
O -0.38 -0.68 0.10 -0.54
H -0.20 0.47 -1.58 0.25
H 0.82 1.04 -0.27 0.26
H 1.29 -0.42 -1.11 0.24
H -1.17 -0.21 0.34 0.30

15
Properties=species:S:1:pos:R:3:mulliken_charge:R:1 method="wB97M-V/def2-TZVPD" e_tot_ha=-627.128020 charge=+1 homo_ev=-13.83 relative_energy_ev=1.144 lumo_ev=-3.76 spin_multiplicity=1
C -1.31 -0.45 0.17 0.49
C 1.03 -0.34 -0.69 -1.23
C 0.14 0.23 0.39 0.07
N -1.38 -1.76 0.10 -0.33
N -0.07 1.67 0.36 -0.47
S -2.63 0.56 0.02 -0.37
H 0.86 0.24 -1.61 0.34
H 1.01 -1.45 -0.89 0.36
H 2.00 -0.13 -0.31 0.35
H 0.52 -0.12 1.42 0.27
H -0.51 -2.27 0.08 0.19
H -2.22 -2.41 0.23 0.27
H -1.35 1.77 0.40 0.29
H 0.38 2.31 -0.48 0.37
H 0.12 2.07 1.32 0.40